Molecular formula: C6H6O
Method: DFT, ωB97M-V/def2-TZVPD

Calculated values
LUMO energy ... 0.9 eV
HOMO-LUMO gap ... 9.99 eV
Energy above the lowest of the compared OMol25 structures with the same formula, charge and spin ... 665.6 kJ/mol
HOMO level ... -0.33349 Eh
Energy ... -8359.6072 eV

The geometry in ORCA input format:
```
! RIJCOSX wB97M-V def2-TZVPD def2/J DEFGRID3
* xyz 0 1
C 2.71 0.35 0.20
C 1.53 0.26 0.00
C 0.12 0.11 -0.30
C -0.61 1.21 -0.93
C -0.99 0.43 0.75
O -1.58 -0.84 0.60
C -0.52 -1.30 -0.26
H 3.76 0.44 0.37
H -1.50 0.77 -1.42
H -1.62 1.30 0.39
H -0.65 0.72 1.74
H 0.10 -2.05 0.25
H -0.89 -1.68 -1.22
*
```

***

Molecular formula: C40H62BaN8O4P2S2
Method: DFT, ωB97M-V/def2-TZVPD

Calculated values
LUMO energy ... -5.5 eV
HOMO-LUMO gap ... 6.62 eV
HOMO level ... -0.44560 Eh
Energy ... -103528.5276 eV

The geometry in ORCA input format:
```
! RIJCOSX wB97M-V def2-TZVPD def2/J DEFGRID3
* xyz 2 1
Ba 0.16 -0.30 0.83
C -4.96 -0.60 1.05
N -4.15 -1.46 1.91
C -4.86 -2.49 2.67
C -2.82 -1.32 1.95
O -2.20 -0.55 1.21
C -2.09 -2.20 2.96
O -0.69 -1.98 2.96
C -0.19 -1.33 4.12
C -0.28 0.18 3.98
O -0.31 0.67 2.84
N -0.31 0.91 5.10
C -0.47 2.36 5.03
C -0.21 0.32 6.43
H -5.76 -0.15 1.63
H -5.40 -1.18 0.23
H -4.34 0.18 0.63
H -5.92 -2.41 2.45
H -4.72 -2.37 3.74
H -4.53 -3.49 2.38
H -2.27 -3.25 2.73
H -2.52 -2.00 3.95
H 0.86 -1.61 4.20
H -0.71 -1.68 5.02
H -0.51 2.67 3.99
H 0.37 2.85 5.52
H -1.39 2.65 5.54
H 0.59 -0.41 6.49
H -1.15 -0.15 6.74
H 0.01 1.12 7.14
C -1.61 -4.70 -2.10
C -0.54 -3.90 -1.36
C -0.63 -4.16 0.15
P -0.52 -2.04 -1.63
C -2.03 -1.70 -2.69
C -3.25 -1.60 -1.79
C -1.87 -0.41 -3.49
C 0.78 -1.79 -2.91
C 1.13 -2.78 -3.84
C 2.05 -2.56 -4.85
C 2.44 -3.66 -5.80
C 2.59 -1.28 -4.98
C 2.28 -0.29 -4.07
C 1.42 -0.54 -2.99
N 1.06 0.46 -2.07
C 1.80 1.47 -1.80
C 3.23 1.63 -2.01
C 3.80 2.84 -1.97
C 2.98 4.06 -1.88
C 3.61 5.35 -2.30
C 1.72 3.95 -1.46
C 1.16 2.63 -1.00
P -0.73 2.40 -0.89
C -1.30 3.45 -2.32
C -2.82 3.35 -2.44
C -0.63 3.06 -3.65
C -1.10 3.44 0.64
C -0.95 4.96 0.56
C -2.50 3.05 1.15
H -1.46 -5.77 -1.89
H -1.57 -4.58 -3.18
H -2.61 -4.45 -1.76
H 0.44 -4.26 -1.69
H -1.61 -3.84 0.52
H 0.15 -3.61 0.69
H -0.51 -5.22 0.36
H -2.14 -2.53 -3.39
H -3.12 -0.77 -1.09
H -3.43 -2.51 -1.22
H -4.15 -1.41 -2.39
H -1.62 0.41 -2.82
H -2.80 -0.17 -4.00
H -1.09 -0.49 -4.25
H 0.65 -3.75 -3.78
H 1.72 -4.47 -5.78
H 3.42 -4.06 -5.51
H 2.54 -3.28 -6.82
H 3.26 -1.06 -5.80
H 2.66 0.71 -4.22
H 3.81 0.73 -2.16
H 4.87 2.95 -2.06
H 4.09 5.25 -3.28
H 4.38 5.64 -1.59
H 2.87 6.15 -2.36
H 1.08 4.82 -1.40
H -1.03 4.49 -2.09
H -3.15 2.31 -2.48
H -3.15 3.85 -3.35
H -3.32 3.84 -1.60
H -1.03 2.12 -4.02
H 0.45 2.97 -3.56
H -0.84 3.83 -4.39
H -0.38 3.06 1.37
H -1.61 5.39 -0.20
H 0.07 5.26 0.37
H -1.25 5.38 1.52
H -3.28 3.37 0.46
H -2.69 3.55 2.10
H -2.57 1.97 1.30
N 2.77 -3.41 -0.97
C 3.19 -3.17 0.30
N 2.74 -2.22 1.07
C 3.39 -2.25 2.30
C 4.29 -3.25 2.45
S 4.38 -4.21 1.03
C 3.19 -1.20 3.29
C 3.55 -1.30 4.60
S 3.41 0.23 5.37
C 2.85 0.91 3.85
N 2.75 0.04 2.89
N 2.52 2.22 3.75
H 2.39 -2.63 -1.48
H 3.34 -4.03 -1.52
H 4.95 -3.45 3.28
H 3.92 -2.16 5.14
H 2.95 2.84 4.41
H 2.49 2.56 2.80
O 2.50 2.74 0.84
N 1.54 2.23 0.35
*
```

***

Molecular formula: C5H10N2O
Method: DFT, ωB97M-V/def2-TZVPD

Calculated values
SMILES ... [H]/N=C\C(N)=O.C=CC
LUMO energy (alpha / beta) ... 0.4 / 0.4 eV
HOMO-LUMO gap (alpha / beta) ... 9.45 / 9.45 eV
Energy above the lowest of the compared OMol25 structures with the same formula, charge and spin ... 241.1 kJ/mol
HOMO level (alpha / beta) ... -0.33091 / -0.33093 Eh
Energy ... -10372.8067 eV

The geometry in ORCA input format:
```
! RIJCOSX wB97M-V def2-TZVPD def2/J DEFGRID3
* xyz 0 1
C 0.73 -0.99 0.68
C -0.60 -1.28 0.75
C 1.67 -1.60 -0.30
C -0.06 1.28 -0.73
N 0.13 2.20 0.25
C -1.37 0.42 -0.54
N -2.45 0.86 -0.01
O 0.65 1.18 -1.71
H 1.15 -0.30 1.40
H -0.49 2.24 1.04
H 0.95 2.77 0.22
H -2.42 1.85 0.26
H -1.16 -1.08 1.65
H -0.99 -2.08 0.14
H -1.46 -0.22 -1.42
H 1.67 -1.00 -1.21
H 1.35 -2.60 -0.57
H 2.68 -1.64 0.09
*
```

***

Molecular formula: H26O13
Method: DFT, ωB97M-V/def2-TZVPD

Calculated values
LUMO energy ... -0.9 eV
HOMO-LUMO gap ... 8.40 eV
Energy above the lowest of the compared OMol25 structures with the same formula, charge and spin ... 228.9 kJ/mol
HOMO level ... -0.34097 Eh
Energy ... -27039.5745 eV

The geometry in ORCA input format:
```
! RIJCOSX wB97M-V def2-TZVPD def2/J DEFGRID3
* xyz 0 1
O -0.56 2.44 1.06
H -0.21 3.30 0.73
H -1.52 2.48 0.99
O -1.26 2.25 -2.39
H -1.97 2.52 -1.78
H -0.67 1.93 -1.76
O 0.92 -0.57 2.57
H 1.34 0.04 2.04
H 1.60 -0.89 3.20
O 1.65 2.22 -1.29
H 1.85 1.82 -0.41
H 1.87 3.15 -1.07
O -2.31 -2.06 0.79
H -1.46 -2.39 1.04
H -2.20 -1.60 -0.01
O 2.19 1.31 1.22
H 3.08 1.18 1.50
H 2.06 2.17 1.66
O -0.88 1.68 3.93
H -0.19 1.40 4.50
H -0.74 1.08 3.18
O -2.71 -0.44 -1.66
H -3.03 0.20 -2.26
H -1.98 -0.09 -1.15
O 0.37 -2.86 1.35
H 0.66 -1.99 1.63
H 0.47 -2.86 0.38
O -0.04 -3.45 -1.24
H -0.17 -2.63 -1.77
H -0.01 -4.08 -1.97
O -0.63 0.12 -0.26
H 0.31 -0.01 -0.38
H -0.66 0.95 0.19
O 1.96 -1.15 -0.68
H 2.72 -0.63 -0.90
H 1.86 -1.82 -1.31
O -0.39 -1.26 -3.15
H 0.06 -0.42 -3.22
H -1.34 -1.05 -3.29
*
```

***

Molecular formula: CH4OS2
Method: DFT, ωB97M-V/def2-TZVPD

Calculated values
SMILES ... C=O.SS
LUMO energy ... 0.3 eV
HOMO-LUMO gap ... 8.86 eV
Energy above the lowest of the compared OMol25 structures with the same formula, charge and spin ... 74.8 kJ/mol
HOMO level ... -0.31467 Eh
Energy ... -24818.5000 eV

The geometry in ORCA input format:
```
! RIJCOSX wB97M-V def2-TZVPD def2/J DEFGRID3
* xyz 0 1
S 0.56 1.54 -1.61
S 1.29 -0.34 -1.07
H -0.61 1.08 -2.08
H 2.55 0.09 -1.10
O -2.26 -0.71 2.60
C -1.72 -1.62 3.17
H -0.62 -1.61 3.31
H -2.28 -2.48 3.55
*
```